C34H31N4OPS2Tc as an isolated structure. Source: the OMol25 dataset; level of theory: wB97M-V/def2-TZVPD.

Results
2S+1 = 2
highest occupied orbital energy (spin up / spin down) = 0.50 / 0.22 eV
⟨S²⟩ = 0.998
charge = -2
ΔE to the lowest compared entry with this formula, charge and spin = 1.120 eV

The geometry in XYZ format:
```
74
Properties=species:S:1:pos:R:3:lowdin_charge:R:1
Tc -0.195 0.440 -0.802 0.56
S -2.226 1.551 -1.489 0.48
C -3.267 1.253 -0.130 -0.78
C -4.521 1.936 -0.118 -0.33
N -5.528 2.501 -0.139 0.11
C -2.978 0.380 0.896 -0.75
S -1.499 -0.544 0.950 0.57
C -3.916 0.174 1.942 -0.34
N -4.645 -0.027 2.817 0.10
C -0.050 6.819 0.881 -0.12
C 0.463 6.225 2.026 -0.11
C 0.636 4.849 2.078 -0.09
C 0.301 4.052 0.986 -0.32
C -0.231 4.656 -0.156 -0.09
C -0.398 6.030 -0.210 -0.10
P 0.523 2.231 0.873 0.98
C 0.693 1.771 2.632 -0.37
C 1.886 1.308 3.181 -0.08
C 1.937 0.883 4.501 -0.11
C 0.796 0.917 5.291 -0.12
C -0.401 1.364 4.747 -0.09
C -0.453 1.778 3.427 -0.11
C 2.147 2.016 0.121 -0.43
C 3.396 2.589 0.290 -0.13
C 4.455 2.107 -0.471 -0.15
C 4.224 1.065 -1.375 -0.14
C 2.965 0.516 -1.549 -0.13
C 1.854 0.993 -0.813 -0.31
H -0.193 7.893 0.843 0.09
H 0.728 6.832 2.885 0.09
H 1.031 4.388 2.976 0.10
H -0.529 4.026 -0.989 0.07
H -0.816 6.482 -1.101 0.09
H 2.775 1.267 2.563 0.09
H 2.873 0.520 4.912 0.09
H 0.834 0.581 6.321 0.09
H -1.307 1.362 5.341 0.10
H -1.402 2.083 3.000 0.11
H 3.544 3.396 1.004 0.09
H 5.448 2.532 -0.366 0.07
H 5.054 0.686 -1.965 0.08
H 2.824 -0.275 -2.277 0.08
C -0.991 -4.151 1.810 -0.07
N 0.002 -3.983 0.754 -0.14
C 1.310 -3.609 1.271 -0.06
C -0.388 -3.289 -0.382 -0.48
O 0.412 -2.426 -0.804 -0.06
N -1.591 -3.639 -0.913 -0.12
C -2.426 -2.783 -1.742 -0.05
C -1.959 -5.034 -1.009 -0.08
H -1.192 -3.194 2.306 0.07
H -0.606 -4.867 2.539 0.08
H -1.930 -4.529 1.420 0.07
H 1.590 -4.336 2.035 0.08
H 1.296 -2.600 1.697 0.10
H 2.041 -3.620 0.468 0.09
H -2.171 -1.742 -1.582 0.04
H -3.462 -2.945 -1.433 0.09
H -2.304 -3.041 -2.800 0.09
H -1.292 -5.658 -0.422 0.08
H -1.893 -5.349 -2.059 0.09
H -2.988 -5.184 -0.668 0.08
C 0.021 -1.068 -1.886 -0.29
C 0.138 -1.669 -3.157 -0.29
C -0.233 -0.850 -4.272 -0.06
C -0.229 -1.323 -5.560 -0.13
C 0.150 -2.638 -5.861 -0.15
C 0.531 -3.449 -4.795 -0.15
C 0.532 -2.998 -3.489 -0.07
H -0.537 0.169 -4.064 0.09
H -0.534 -0.652 -6.358 0.09
H 0.156 -3.002 -6.880 0.07
H 0.848 -4.472 -4.981 0.08
H 0.865 -3.676 -2.716 0.09
```

One molecule with the formula C18H26N6O4. Source: the OMol25 dataset; level of theory: wB97M-V/def2-TZVPD.

Results
highest occupied orbital energy = -8.93 eV
SMILES = Cc1n[nH]c(C)c1CC(=O)N1CC(=O)NC[C@H]1C(=O)N[C@H]1CCCN(C)C1=O
ΔE to the lowest compared entry with this formula, charge and spin = 0.268 eV

The geometry in XYZ format:
```
54
Properties=species:S:1:pos:R:3:lowdin_charge:R:1
C -1.946 1.982 -1.469 -0.02
C -2.164 2.503 -0.089 -0.31
N -1.932 3.766 0.217 0.08
N -2.214 3.852 1.531 0.02
C -2.620 2.681 2.071 -0.25
C -2.938 2.533 3.518 -0.01
C -2.606 1.773 1.040 -0.15
C -2.903 0.312 1.068 -0.03
C -1.615 -0.505 1.098 -0.41
O -0.611 -0.050 1.628 0.06
N -1.597 -1.739 0.515 0.02
C -2.781 -2.481 0.097 -0.03
C -3.042 -3.626 1.069 -0.47
O -4.142 -3.896 1.504 0.07
N -1.895 -4.269 1.398 0.09
C -0.686 -4.016 0.630 -0.11
C -0.361 -2.525 0.638 -0.15
C 0.614 -2.190 -0.504 -0.41
O 0.824 -2.971 -1.418 0.07
N 1.172 -0.969 -0.399 0.13
C 2.202 -0.514 -1.297 -0.21
C 1.752 0.649 -2.172 -0.14
C 2.926 1.092 -3.028 -0.17
C 4.056 1.579 -2.142 -0.17
N 4.372 0.647 -1.066 -0.10
C 5.573 0.962 -0.313 -0.04
C 3.474 -0.207 -0.498 -0.39
O 3.678 -0.755 0.570 0.07
H -1.197 1.186 -1.474 0.06
H -2.866 1.570 -1.890 0.08
H -1.601 2.784 -2.119 0.08
H -2.119 4.736 1.996 0.15
H -3.403 1.566 3.706 0.07
H -2.035 2.587 4.128 0.09
H -3.628 3.306 3.859 0.08
H -3.487 0.037 1.950 0.13
H -3.508 0.054 0.199 0.11
H -3.662 -1.855 0.082 0.12
H -2.630 -2.881 -0.910 0.14
H -1.969 -5.078 1.993 0.15
H 0.139 -4.567 1.074 0.14
H -0.779 -4.366 -0.399 0.12
H 0.098 -2.243 1.587 0.16
H 0.979 -0.447 0.447 0.13
H 2.446 -1.364 -1.941 0.16
H 0.907 0.330 -2.783 0.12
H 1.406 1.476 -1.542 0.13
H 3.269 0.252 -3.638 0.12
H 2.641 1.893 -3.711 0.12
H 4.965 1.725 -2.730 0.12
H 3.795 2.554 -1.711 0.13
H 5.819 0.131 0.338 0.09
H 6.394 1.141 -1.008 0.09
H 5.434 1.856 0.303 0.10
```

A 3-piece molecular cluster, C20H21F4N2O overall. Source: the OMol25 dataset; level of theory: wB97M-V/def2-TZVPD.

Results
highest occupied orbital energy = -11.18 eV
charge = +1
ΔE to the lowest compared entry with this formula, charge and spin = 0.442 eV

The geometry in XYZ format:
```
48
Properties=species:S:1:pos:R:3:lowdin_charge:R:1
C -1.116 1.121 2.274 -0.08
C -2.472 1.918 2.028 -0.13
C -2.861 2.016 0.482 -0.25
F -4.263 2.071 0.397 0.01
N -2.308 0.885 -0.283 -0.04
C -2.839 -0.349 -0.062 0.03
N -2.107 -1.183 -0.875 0.16
C -1.152 -0.469 -1.598 -0.12
C -0.130 -1.120 -2.608 0.02
C -0.502 -2.659 -2.634 -0.43
O -1.126 -3.063 -3.548 0.19
F -0.132 -3.472 -1.571 0.08
C -1.279 0.932 -1.232 0.09
H -0.590 1.393 3.223 0.08
H -0.392 1.171 1.418 0.07
H -1.393 0.028 2.376 0.08
H -2.338 2.949 2.439 0.12
H -3.327 1.370 2.515 0.12
H -2.495 3.013 0.106 0.18
H -3.656 -0.548 0.659 0.19
H -2.340 -2.176 -0.845 0.18
H 0.878 -1.048 -2.123 0.14
H -0.164 -0.660 -3.621 0.15
H -0.714 1.811 -1.602 0.16
F -0.811 4.244 4.945 0.04
C 0.172 3.801 5.751 -0.30
C -0.154 3.096 6.896 -0.02
C 0.861 2.634 7.723 -0.08
C 2.189 2.891 7.402 -0.09
C 2.503 3.604 6.252 -0.08
C 1.490 4.058 5.418 -0.02
H -1.195 2.913 7.134 0.12
H 0.618 2.075 8.618 0.11
H 2.980 2.534 8.051 0.11
H 3.538 3.808 6.005 0.11
H 1.717 4.608 4.513 0.11
F 2.654 -1.833 -4.288 0.04
C 2.365 -2.759 -5.230 -0.29
C 2.333 -2.384 -6.561 -0.02
C 2.040 -3.339 -7.527 -0.07
C 1.773 -4.650 -7.150 -0.08
C 1.804 -5.011 -5.808 -0.07
C 2.108 -4.060 -4.843 -0.03
H 2.535 -1.356 -6.834 0.12
H 2.019 -3.060 -8.574 0.11
H 1.540 -5.392 -7.904 0.11
H 1.592 -6.031 -5.514 0.11
H 2.146 -4.324 -3.792 0.12
```

Q: Which of these has the highest ΔE to the lowest compared entry with this formula, charge and spin?
A: C34H31N4OPS2Tc